Model w:
Entry from the Open Molecules 2025 dataset: C6H10OS in the gas phase (the ωB97M-V functional and the def2-TZVPD basis).

Atoms and positions in Å:
S: -2.272 0.189 -0.457
O: -0.638 -1.314 0.949
C: -1.151 1.033 0.571
C: 1.416 -0.609 -0.780
C: 0.367 0.851 0.637
C: 0.696 -0.714 0.628
C: 1.002 0.919 -0.777
C: -1.213 -1.369 -0.328
H: -0.004 1.058 -1.332
H: -1.953 -2.037 -0.181
H: 0.838 -1.426 -1.553
H: 1.371 -0.878 1.504
H: 1.680 1.786 -0.888
H: 0.627 1.728 1.585
H: -1.370 0.819 1.630
H: -1.216 2.216 0.615
H: -0.634 -1.463 -1.329
H: 2.453 -0.789 -0.494

Output
HOMO-LUMO gap in eV: 9.1616
SMILES: C1O[C@H]2CC[C@H]2CS1
Highest occupied orbital energy in eV: -8.34

Mulliken population analysis, charges in e, atoms 1 to 4: -0.15 -0.51 -0.82 -0.72



Model x:
Entry from the Open Molecules 2025 dataset: C6H10OS in the gas phase (the ωB97M-V functional and the def2-TZVPD basis).

Atoms and positions in Å:
S: 1.978 0.612 1.003
O: 0.002 -0.073 -1.361
C: 1.222 -0.813 -1.109
C: -0.492 0.293 -0.049
C: 0.384 1.390 0.508
C: -0.131 -0.915 0.797
C: 1.299 -0.991 0.359
C: -1.943 0.632 -0.273
H: 2.037 -0.313 -1.566
H: -0.052 1.802 1.420
H: -0.765 -1.732 0.467
H: -2.027 1.334 -1.133
H: 1.093 -1.742 -1.614
H: -2.559 -0.270 -0.469
H: -2.255 1.194 0.662
H: 0.542 2.219 -0.214
H: 1.888 -1.830 0.696
H: -0.221 -0.799 1.876

Output
HOMO-LUMO gap in eV: 9.3896
SMILES: C[C@]12CS[C@H](CO1)C2
Highest occupied orbital energy in eV: -8.54

Mulliken population analysis, charges in e, atoms 1 to 4: -0.21 -0.49 -0.70 1.15



The calculated energies rank the structures as follows, beginning with the most stable: model x, model w.



Model w:
Entry from the Open Molecules 2025 dataset: C6H10OS in the gas phase (the ωB97M-V functional and the def2-TZVPD basis).

Atoms and positions in Å:
S: 1.957 0.427 0.440
O: 2.411 0.701 -0.921
C: -0.699 0.468 0.059
C: -1.099 1.540 -0.913
C: -0.483 -0.862 -0.480
C: 1.765 -1.421 0.338
C: 0.578 -1.719 -0.415
C: -1.048 0.676 1.488
H: 2.594 -1.886 -0.248
H: -0.724 -0.159 2.162
H: 1.897 -1.902 1.319
H: -2.103 1.307 -1.466
H: 0.598 -2.697 -0.976
H: -0.534 1.694 1.416
H: -2.156 0.760 1.632
H: -0.435 1.722 -1.759
H: -1.307 2.581 -0.375
H: -1.214 -1.231 -1.302

Output
HOMO-LUMO gap (spin up / spin down) in eV: 8.0405 / 7.0768
Highest occupied orbital energy (spin up / spin down) in eV: -8.09 / -7.41

Mulliken population analysis, charges in e, atoms 1 to 4: 0.36 -0.51 0.54 -1.22



Model x:
Entry from the Open Molecules 2025 dataset: C6H10OS as an isolated structure (the ωB97M-V functional and the def2-TZVPD basis).

Atoms and positions in Å:
S: -2.355 -0.749 -0.093
O: 1.518 -1.405 -0.385
C: 0.263 -0.399 1.304
C: -0.560 -0.631 0.021
C: 0.253 0.542 -0.640
C: 1.312 -0.106 0.246
C: -0.188 1.988 -0.376
C: 0.184 -1.804 -0.613
H: 0.339 -1.267 1.996
H: -1.139 2.182 -0.880
H: -2.648 0.360 0.582
H: 0.075 -1.998 -1.684
H: 2.280 0.336 0.495
H: 0.602 2.664 -0.719
H: 0.428 0.398 -1.712
H: 0.041 -2.748 -0.065
H: -0.062 0.529 1.831
H: -0.343 2.107 0.689

Output
HOMO-LUMO gap in eV: 9.9150
Highest occupied orbital energy in eV: -9.14

Mulliken population analysis, charges in e, atoms 1 to 4: -0.25 -0.49 -0.58 0.28



The calculated energies rank the structures as follows, beginning with the most stable: model x, model w.



Model w:
Entry from the Open Molecules 2025 dataset: a 2-piece molecular cluster, C3H11N2 overall (the ωB97M-V functional and the def2-TZVPD basis).

Atoms and positions in Å:
N: 0.805 -0.318 -0.699
N: -1.474 0.696 -0.054
C: -1.864 1.214 1.120
C: 1.798 0.331 0.257
C: 0.563 -1.799 -0.599
H: 1.150 -0.202 -1.654
H: -2.267 0.313 -0.560
H: -1.187 1.845 1.694
H: 1.834 1.340 -0.099
H: 1.275 0.438 1.232
H: 0.999 -2.363 -1.409
H: -0.511 -1.956 -0.437
H: 0.993 -2.040 0.378
H: -0.183 0.212 -0.295
H: 2.673 -0.310 0.349
H: -2.888 1.481 1.443

Output
Expectation value of S²: 0.753
2S+1: 2
HOMO-LUMO gap (spin up / spin down) in eV: 4.7012 / 9.3352
Highest occupied orbital energy (spin up / spin down) in eV: -4.11 / -8.76

Mulliken population analysis, charges in e, atoms 1 to 4: -0.20 -0.57 -0.68 -1.00



Model x:
Entry from the Open Molecules 2025 dataset: a 2-piece molecular cluster, C3H11N2 overall (the ωB97M-V functional and the def2-TZVPD basis).

Atoms and positions in Å:
N: 1.637 2.200 1.751
N: -0.340 2.645 3.044
C: -1.144 -2.039 -2.305
C: 0.414 2.907 1.942
C: -0.130 -3.184 -2.271
H: -0.602 -4.158 -2.163
H: -0.779 -1.019 -2.215
H: 1.967 2.238 0.809
H: 0.538 3.879 1.457
H: -0.026 2.312 3.936
H: 0.559 -3.123 -1.425
H: -1.865 -2.162 -1.492
H: 0.445 -3.183 -3.164
H: -1.698 -2.185 -3.235
H: -1.329 2.633 2.874
H: 2.352 2.240 2.456

Output
Expectation value of S²: 0.753
2S+1: 2
HOMO-LUMO gap (spin up / spin down) in eV: 7.4144 / 10.2385
Highest occupied orbital energy (spin up / spin down) in eV: -6.34 / -9.21

Mulliken population analysis, charges in e, atoms 1 to 4: -0.51 -0.39 -0.78 -0.15



The calculated energies rank the structures as follows, beginning with the most stable: model x, model w.



Model w:
Entry from the Open Molecules 2025 dataset: a 12-piece molecular cluster, C39H87N9O15 overall (the ωB97M-V functional and the def2-TZVPD basis).

Atoms and positions in Å:
O: -3.237 -3.335 4.734
O: 3.999 0.171 -6.505
O: -0.487 4.411 3.682
O: -0.356 -2.033 0.462
O: -1.413 4.838 -3.304
O: 2.668 -4.422 -5.556
O: -6.024 2.395 3.849
O: -5.792 0.779 -6.175
O: 0.456 -0.066 -0.287
O: 5.516 -1.439 -1.324
O: -3.370 -1.517 3.427
O: -7.637 1.175 4.810
O: 7.014 4.373 2.286
O: 2.895 -4.213 0.295
O: -5.047 2.006 0.133
N: 1.105 2.908 3.166
N: -1.389 4.167 -1.133
N: -6.486 0.301 0.577
N: 6.039 2.376 1.981
N: 4.693 1.156 -4.571
N: 2.511 -5.795 -1.313
N: 7.552 -1.622 -0.398
N: -5.120 0.919 -4.029
N: 1.463 -3.095 -4.111
C: -3.719 1.767 3.446
C: -0.518 -0.898 0.081
C: 3.036 -6.903 -2.065
C: 1.083 -5.686 -1.261
C: -0.676 4.038 0.133
C: -0.125 3.255 3.582
C: 2.104 3.888 2.753
C: 4.096 2.429 -4.941
C: 5.735 1.039 2.460
C: 1.813 -0.509 -0.209
C: 2.506 -2.699 -3.204
C: -5.196 0.299 -5.230
C: 5.698 1.190 -3.501
C: 0.160 -2.463 -3.884
C: 6.237 -1.909 -0.455
C: 2.647 0.597 -0.831
C: -4.334 0.336 -2.948
C: -5.446 -0.711 0.506
C: -6.163 1.592 0.401
C: -0.807 4.575 -2.288
C: -5.099 1.320 3.862
C: 1.626 -4.039 -5.061
C: -5.106 -2.416 5.981
C: -3.577 -2.568 5.879
C: 1.458 1.556 2.793
C: -7.949 3.537 4.502
C: -6.062 2.000 -3.688
C: 6.747 3.267 2.716
C: -2.829 3.944 -1.062
C: 5.706 2.565 0.592
C: -2.771 -3.556 2.391
C: 3.283 -5.048 -0.492
C: -7.214 2.232 4.405
C: -7.806 -0.178 0.858
C: 8.187 -0.708 -1.319
C: -1.875 -0.220 0.091
C: 4.588 0.129 -5.441
C: 8.456 -2.497 0.373
C: -3.133 -2.698 3.565
H: -8.597 0.374 0.347
H: -5.723 -1.480 -0.219
H: -7.181 4.235 4.837
H: 2.064 -0.686 0.846
H: 4.347 -5.291 -0.657
H: 9.313 -2.696 -0.265
H: -3.320 -3.117 6.780
H: 3.690 0.363 -0.607
H: 7.759 0.290 -1.379
H: -8.062 -0.210 1.923
H: -8.780 3.529 5.201
H: 0.292 4.616 -2.174
H: -3.882 -0.551 -3.399
H: 5.878 -2.629 0.294
H: -8.375 3.860 3.552
H: -4.682 -0.668 -5.333
H: -3.188 3.937 -0.039
H: 0.765 -4.717 -0.863
H: 8.459 -1.141 -2.281
H: -6.901 1.989 -4.379
H: 0.585 -6.441 -0.650
H: 2.432 -7.803 -1.962
H: 2.792 -1.646 -3.181
H: -2.541 -0.724 -0.605
H: 4.673 0.796 2.486
H: 3.384 -3.326 -3.354
H: 5.326 0.477 -2.765
H: -0.484 -2.424 -4.755
H: 4.623 2.613 0.421
H: 0.398 4.145 -0.014
H: 7.932 -3.400 0.673
H: 2.475 0.647 -1.903
H: 9.159 -0.471 -0.869
H: -3.027 2.956 -1.500
H: -3.272 0.954 2.865
H: -0.764 2.407 3.857
H: -5.478 0.528 3.203
H: 2.448 1.548 -0.336
H: -3.368 4.583 -1.759
H: -0.794 3.034 0.553
H: -5.499 -3.431 5.994
H: 2.268 3.951 1.680
H: -2.537 -2.906 1.553
H: 6.760 1.008 -3.687
H: 6.016 1.678 0.032
H: 0.644 -4.399 -5.426
H: -5.330 -1.265 1.446
H: -4.887 -0.003 -2.071
H: -7.018 2.268 0.578
H: -3.657 2.613 2.764
H: -3.553 1.029 -2.636
H: -0.271 -2.999 -3.028
H: 0.689 0.839 3.071
H: -4.453 -0.317 0.322
H: 3.995 2.524 -6.021
H: -5.492 2.902 -3.925
H: 3.000 3.607 3.314
H: 4.701 3.300 -4.681
H: -5.376 -1.936 6.927
H: 3.118 2.572 -4.478
H: -5.095 0.730 4.783
H: 5.129 -0.776 -5.110
H: 0.625 -5.630 -2.254
H: -1.116 4.768 0.810
H: -1.749 0.846 -0.077
H: 2.420 1.264 3.226
H: 5.755 2.200 -3.097
H: -3.001 1.877 4.260
H: 3.103 -6.678 -3.139
H: -2.231 -0.412 1.106
H: 7.022 2.921 3.721
H: 2.255 -2.922 -2.158
H: -5.534 -1.707 5.272
H: 8.816 -2.027 1.291
H: 0.366 -1.451 -3.536
H: 1.667 1.503 1.720
H: -1.799 -3.999 2.644
H: 6.054 3.459 0.084
H: -6.381 1.910 -2.656
H: -3.134 -1.575 5.828
H: 4.091 -7.110 -1.872
H: 2.033 -1.509 -0.587
H: -7.941 -1.208 0.521
H: 6.064 0.978 3.502
H: 6.317 0.282 1.932
H: 1.877 4.868 3.169
H: -3.421 -4.379 2.112

Output
HOMO-LUMO gap in eV: 9.0580
SMILES: CCOC(C)=O.CCOC(C)=O.CCOC(C)=O.CN(C)C=O.CN(C)C=O.CN(C)C=O.CN(C)C=O.CN(C)C=O.CN(C)C=O.CN(C)C=O.CN(C)C=O.CN(C)C=O
Highest occupied orbital energy in eV: -8.94

Mulliken population analysis, charges in e, atoms 1 to 4: -0.39 -0.62 -0.61 -0.66



Model x:
Entry from the Open Molecules 2025 dataset: a 12-piece molecular cluster, C39H87N9O15 overall (the ωB97M-V functional and the def2-TZVPD basis).

Atoms and positions in Å:
O: 1.830 0.663 -0.955
O: 8.283 2.393 3.473
O: 7.559 -2.745 -0.300
O: 2.281 -2.735 9.616
O: -1.849 -8.797 3.320
O: -7.709 1.097 -8.875
O: -1.422 6.099 -2.565
O: 9.772 -3.468 0.011
O: -0.975 -6.156 -5.297
O: 1.226 -1.594 -1.109
O: -0.822 0.014 -7.443
O: -1.914 3.068 3.748
O: -8.631 -0.937 -8.061
O: -7.229 -1.158 -0.685
O: 2.840 9.765 2.558
N: 3.389 7.690 3.346
N: -2.012 1.335 -8.826
N: 10.260 1.654 4.376
N: -1.129 3.651 5.795
N: -1.325 -6.659 2.590
N: -6.895 -0.273 1.347
N: -3.514 5.113 -2.468
N: 3.114 -1.837 7.667
N: -2.920 -6.180 -4.198
C: -2.604 1.393 -10.095
C: 11.619 1.982 4.853
C: -3.821 -5.476 -3.282
C: -2.236 5.305 -2.066
C: -2.410 -6.063 3.311
C: 2.993 -1.919 9.016
C: -1.826 -5.542 -4.677
C: -1.967 4.844 5.975
C: -3.257 -7.618 -4.307
C: -4.154 6.001 -3.403
C: 3.100 0.449 -0.300
C: -7.861 0.206 -8.038
C: 2.492 -2.828 6.793
C: -0.372 -5.823 1.803
C: -1.965 2.589 -8.044
C: -4.505 4.233 -1.773
C: 4.060 -0.885 7.093
C: 7.092 -4.097 -0.139
C: 8.900 -2.621 -0.285
C: 3.265 8.624 2.403
C: -7.335 0.715 2.305
C: 3.128 7.911 4.780
C: -9.837 -2.726 -9.039
C: -5.752 -1.064 1.720
C: -1.369 0.190 -8.502
C: -0.330 3.363 6.937
C: 6.471 -4.206 1.237
C: 0.993 -0.383 -1.266
C: 9.334 -1.270 -0.840
C: 2.823 0.123 1.191
C: -6.960 0.264 -6.859
C: -9.378 -1.224 -9.240
C: -0.312 0.017 -1.864
C: -1.092 -7.996 2.670
C: -7.537 -0.342 0.185
C: 9.802 0.262 4.841
C: -1.129 2.916 4.698
C: 3.606 6.319 3.011
C: 9.477 2.582 3.741
H: -1.463 5.703 6.418
H: -4.116 3.782 -0.860
H: 3.056 8.973 5.012
H: -0.786 -0.607 -2.622
H: 2.545 0.978 1.807
H: 12.380 1.247 4.589
H: -4.831 -0.521 1.932
H: 3.714 1.340 -0.428
H: -8.747 -0.998 -10.100
H: -1.961 4.669 -1.210
H: -8.045 1.432 1.893
H: 0.259 4.242 7.197
H: -1.793 2.367 -6.991
H: 3.108 5.583 3.642
H: -1.709 -4.475 -4.431
H: 9.568 0.231 5.905
H: -3.651 1.691 -10.033
H: -2.785 -7.982 -5.219
H: -4.610 5.340 -4.140
H: 0.249 2.442 6.869
H: -4.831 -5.506 -3.691
H: 2.053 -0.623 1.389
H: 6.349 -5.263 1.471
H: 3.572 8.236 1.419
H: -9.026 -3.446 -9.145
H: -0.351 2.138 4.742
H: -2.768 -8.039 -3.428
H: -6.472 1.344 2.525
H: 6.250 -4.113 -0.830
H: 7.832 -4.841 -0.433
H: 1.817 -3.397 7.431
H: -5.385 -1.579 0.832
H: -3.440 6.695 -3.846
H: 9.974 -0.725 -0.146
H: -2.082 2.103 -10.737
H: 5.512 -3.689 1.205
H: 0.154 -6.336 0.998
H: -2.926 3.073 -7.868
H: -2.397 5.135 5.016
H: 9.116 -0.103 4.077
H: -6.942 1.299 -6.516
H: 9.907 -1.538 -1.728
H: -0.986 -5.107 1.256
H: -2.657 0.503 -10.722
H: -0.125 0.971 -2.359
H: -5.876 -1.807 2.508
H: -3.890 -5.866 -2.266
H: 7.017 -3.808 2.092
H: -2.105 -5.577 4.238
H: 3.268 -3.531 6.492
H: 0.388 -5.310 2.391
H: 3.506 -1.117 9.568
H: -4.304 -7.915 -4.351
H: -1.271 -0.560 -9.303
H: -8.371 0.369 0.070
H: -0.227 -8.300 2.060
H: 1.952 -2.494 5.906
H: 3.615 -0.411 -0.728
H: -7.219 -0.414 -6.045
H: -3.276 -6.690 3.522
H: -2.798 -5.338 2.596
H: 8.398 -0.730 -0.980
H: -1.063 3.296 7.742
H: 11.735 2.092 5.931
H: -2.804 4.635 6.641
H: 10.593 -0.467 4.664
H: 4.668 -1.421 6.364
H: 3.928 7.475 5.378
H: 3.724 -0.372 1.552
H: 3.415 -0.232 6.504
H: -10.248 -2.715 -8.030
H: 3.530 6.029 1.963
H: -3.558 -4.418 -3.268
H: 2.231 7.407 5.140
H: -1.273 3.287 -8.514
H: 11.882 2.971 4.477
H: 4.620 -0.257 7.787
H: 9.961 3.565 3.637
H: -5.908 0.066 -7.063
H: -5.300 4.956 -1.589
H: -10.269 -0.598 -9.278
H: 4.639 6.186 3.332
H: -10.639 -3.143 -9.649
H: -4.852 3.437 -2.432
H: -4.986 6.529 -2.937
H: -1.022 0.188 -1.055
H: -7.701 0.172 3.176

Output
HOMO-LUMO gap in eV: 8.8687
SMILES: CCOC(C)=O.CCOC(C)=O.CCOC(C)=O.CN(C)C=O.CN(C)C=O.CN(C)C=O.CN(C)C=O.CN(C)C=O.CN(C)C=O.CN(C)C=O.CN(C)C=O.CN(C)C=O
Highest occupied orbital energy in eV: -9.10

Mulliken population analysis, charges in e, atoms 1 to 4: -0.32 -0.60 -0.26 -0.60



The calculated energies rank the structures as follows, beginning with the most stable: model w, model x.